1.
C56H82BBrClIO26 | ωB97M-V/def2-TZVPD

XYZ file:
```
168
Properties=species:S:1:pos:R:3
C -2.578 -0.993 -9.352
C -1.453 -2.022 -9.261
O -0.975 -2.060 -7.898
B -0.230 -3.124 -7.532
O 0.440 -3.924 -8.449
C -0.158 -3.388 -5.973
C 0.536 -2.578 -5.175
C 0.558 -2.855 -3.722
O 1.545 -2.681 -3.060
C -0.724 -3.396 -3.182
C -1.210 -3.050 -1.911
C -0.418 -2.097 -1.036
C 0.446 -2.889 -0.034
C 0.663 -2.165 1.309
C 2.126 -1.720 1.521
C 2.253 -0.411 2.331
C 3.347 -0.498 3.391
C 3.458 0.774 4.233
C 3.652 2.039 3.410
C 4.223 3.177 4.240
O 3.346 3.580 5.277
C 2.291 4.412 4.843
C -2.455 -3.575 -1.464
C -2.950 -3.177 -0.096
I -4.602 -1.783 -0.344
C -3.211 -4.373 0.860
C -4.473 -4.353 1.698
C -3.166 -4.428 -2.333
Br -4.865 -5.114 -1.802
C -2.697 -4.794 -3.611
C -3.457 -5.700 -4.538
C -4.180 -4.934 -5.681
C -5.683 -4.913 -5.422
Cl -6.555 -4.434 -6.908
C -1.463 -4.250 -4.013
C -0.881 -4.526 -5.368
O -0.959 -5.578 -5.940
H -3.416 -1.365 -9.936
H -2.958 -0.813 -8.351
H -2.224 -0.058 -9.772
H -0.654 -1.705 -9.924
H -1.823 -2.992 -9.575
H 1.352 -3.629 -8.531
H 1.073 -1.725 -5.564
H -1.110 -1.451 -0.508
H 0.197 -1.455 -1.653
H 1.381 -3.165 -0.506
H -0.099 -3.812 0.165
H -0.018 -1.325 1.427
H 0.408 -2.874 2.096
H 2.548 -1.570 0.528
H 2.662 -2.541 1.992
H 2.466 0.390 1.632
H 1.299 -0.241 2.828
H 3.146 -1.327 4.064
H 4.294 -0.645 2.871
H 4.333 0.669 4.879
H 2.601 0.885 4.894
H 4.309 1.881 2.554
H 2.684 2.366 3.022
H 4.485 4.031 3.611
H 5.146 2.824 4.697
H 1.345 3.870 4.884
H 2.215 5.277 5.499
H 2.439 4.767 3.824
H -2.217 -2.568 0.391
H -2.375 -4.401 1.558
H -3.173 -5.296 0.292
H -4.562 -3.450 2.296
H -4.487 -5.188 2.396
H -5.373 -4.434 1.096
H -4.190 -6.276 -3.991
H -2.795 -6.424 -4.986
H -3.807 -3.921 -5.802
H -4.051 -5.511 -6.591
H -5.900 -4.230 -4.607
H -6.021 -5.909 -5.158
C -0.142 -6.710 -10.147
C 0.913 -6.988 -11.185
C 0.896 -6.079 -12.392
O 1.485 -6.911 -13.402
C 1.222 -8.201 -13.070
O 1.410 -9.133 -13.781
O 0.713 -8.271 -11.815
H -0.260 -7.566 -9.484
H 0.127 -5.838 -9.549
H -1.112 -6.526 -10.614
H 1.904 -7.003 -10.723
H 1.477 -5.170 -12.262
H -0.118 -5.823 -12.705
C 4.893 3.884 9.748
C 6.069 3.802 8.808
C 6.037 4.766 7.646
O 6.824 4.062 6.665
C 6.701 2.742 6.920
O 7.062 1.874 6.190
O 6.095 2.538 8.114
H 4.832 2.985 10.361
H 4.990 4.750 10.402
H 3.957 3.968 9.194
H 7.008 3.889 9.364
H 6.476 5.729 7.867
H 5.034 4.906 7.242
C -3.613 3.747 -7.282
C -2.456 3.626 -8.242
C -2.427 4.635 -9.366
O -1.705 3.925 -10.384
C -1.917 2.602 -10.184
O -1.613 1.748 -10.953
O -2.524 2.395 -8.991
H -3.727 2.829 -6.708
H -3.449 4.574 -6.592
H -4.549 3.918 -7.815
H -1.509 3.624 -7.696
H -1.916 5.559 -9.111
H -3.424 4.862 -9.749
C 6.129 11.424 9.762
C 6.085 9.926 9.637
C 7.296 9.288 9.001
O 6.741 8.082 8.449
C 5.432 8.323 8.181
O 4.727 7.599 7.553
O 5.048 9.498 8.724
H 5.129 11.818 9.940
H 6.773 11.710 10.586
H 6.503 11.888 8.846
H 5.872 9.474 10.609
H 8.088 9.055 9.708
H 7.701 9.884 8.181
C -4.396 -11.861 -5.665
C -4.936 -10.554 -6.187
C -3.934 -9.427 -6.291
O -4.778 -8.272 -6.162
C -5.856 -8.637 -5.429
O -6.653 -7.873 -4.986
O -5.894 -9.978 -5.272
H -5.211 -12.505 -5.339
H -3.831 -12.376 -6.441
H -3.742 -11.701 -4.807
H -5.448 -10.708 -7.140
H -3.398 -9.403 -7.236
H -3.220 -9.423 -5.465
C -9.439 -2.413 2.280
C -8.360 -3.042 3.126
C -8.828 -3.656 4.424
O -7.650 -3.565 5.235
C -6.929 -2.505 4.788
O -5.991 -2.043 5.346
O -7.436 -2.050 3.613
H -9.000 -1.743 1.542
H -10.012 -3.181 1.760
H -10.122 -1.822 2.892
H -7.788 -3.762 2.533
H -9.148 -4.690 4.327
H -9.620 -3.072 4.899
C 7.057 16.096 13.949
C 6.274 14.933 13.395
C 5.310 14.274 14.354
O 5.240 12.939 13.832
C 6.412 12.686 13.207
O 6.754 11.616 12.819
O 7.138 13.821 13.079
H 7.919 16.309 13.318
H 6.431 16.986 13.999
H 7.431 15.877 14.950
H 5.766 15.223 12.471
H 4.325 14.731 14.367
H 5.703 14.224 15.372
```

As for the total energy: -7496.2339 a.u. Its HOMO-LUMO gap is 8.1 eV. Its net charge is 0. Its SMILES is CCOB(O)C1=CC(=O)c2c(CCCCCCCCCOC)c([C@@H](I)CC)c(Br)c(CCCCl)c2C1=O.C[C@@H]1COC(=O)O1.C[C@@H]1COC(=O)O1.C[C@@H]1COC(=O)O1.C[C@@H]1COC(=O)O1.C[C@@H]1COC(=O)O1.C[C@@H]1COC(=O)O1.C[C@@H]1COC(=O)O1. The largest force on an atom comes out at 1.18 eV/Å. The molecular weight comes out at 1424.32 u.

Mulliken atomic charge list, values in e, 6 entries: -0.736, -0.157, -0.500, 0.624, -0.501, 0.583

---

2.
C56H82BrN4O4Y | ωB97M-V/def2-TZVPD

XYZ file:
```
148
Properties=species:S:1:pos:R:3
Y 0.843 -0.372 -1.576
C -4.465 0.943 6.141
C -4.351 -0.312 5.262
C -5.752 -0.898 5.023
C -3.510 -1.352 6.004
C -3.721 0.047 3.923
C -2.610 -0.525 3.464
C -2.138 -0.242 2.063
C -0.737 -0.701 1.572
N -0.688 -2.185 -0.622
C 0.108 -3.409 -0.119
C 1.373 -3.718 -0.955
N 1.890 -2.636 -1.808
C 1.861 -3.046 -3.224
C 0.437 -3.144 -3.701
N -0.212 -1.840 -3.544
C -1.588 -1.995 -3.088
C -1.710 -2.574 -1.670
C -0.108 -1.074 -4.814
C -0.137 0.418 -4.652
C -1.152 1.186 -5.185
C -1.173 2.564 -5.006
C -0.093 3.124 -4.336
C 0.955 2.397 -3.773
C 0.896 1.000 -3.903
O 1.748 0.155 -3.271
C 2.011 3.193 -2.965
C 1.327 3.874 -1.762
C 3.176 2.358 -2.411
C 2.621 4.273 -3.870
C -2.324 3.450 -5.492
C -2.749 4.412 -4.365
C -1.871 4.265 -6.712
C -3.544 2.613 -5.883
C 3.303 -2.268 -1.479
C 3.645 -1.982 -0.031
C 4.613 -2.771 0.584
C 5.129 -2.457 1.836
C 4.692 -1.262 2.401
C 3.737 -0.422 1.822
C 3.134 -0.840 0.619
O 2.106 -0.194 0.068
C 3.395 0.934 2.466
C 4.305 1.238 3.657
C 3.596 2.067 1.442
C 1.940 0.960 2.968
C 6.186 -3.346 2.490
C 7.482 -3.286 1.669
C 6.497 -2.898 3.921
C 5.692 -4.799 2.543
C -2.432 1.234 1.755
O -1.572 2.001 1.401
C -3.841 1.661 2.023
C -4.400 1.061 3.080
C -4.592 2.736 1.213
C -5.608 1.996 0.318
C -5.345 3.691 2.156
C -3.688 3.589 0.303
H -4.967 0.701 7.084
H -5.035 1.740 5.652
H -3.470 1.338 6.372
H -6.194 -1.211 5.974
H -5.693 -1.773 4.367
H -6.432 -0.175 4.563
H -3.983 -1.589 6.961
H -2.501 -0.980 6.208
H -3.427 -2.283 5.431
H -2.092 -1.294 4.022
H -0.047 -1.051 2.329
H -0.285 0.112 1.026
H -0.585 -4.245 -0.189
H 1.502 -3.037 1.410
H 1.182 -4.600 -1.565
H 2.146 -4.003 -0.252
H 2.380 -4.000 -3.352
H 2.387 -2.289 -3.805
H -0.101 -3.892 -3.116
H 0.408 -3.479 -4.742
H -2.148 -2.673 -3.752
H -2.064 -1.025 -3.139
H -1.752 -3.661 -1.718
H -2.684 -2.262 -1.321
H -0.898 -1.397 -5.502
H 0.851 -1.348 -5.257
H -1.952 0.680 -5.721
H -0.079 4.204 -4.208
H 0.829 3.142 -1.118
H 0.565 4.593 -2.082
H 2.073 4.408 -1.159
H 2.841 1.659 -1.648
H 3.903 3.034 -1.948
H 3.674 1.784 -3.192
H 1.862 4.940 -4.290
H 3.167 3.816 -4.703
H 3.323 4.886 -3.293
H -2.003 5.194 -4.192
H -2.894 3.867 -3.426
H -3.688 4.909 -4.630
H -0.983 4.858 -6.474
H -2.664 4.949 -7.039
H -1.620 3.604 -7.548
H -3.866 1.978 -5.051
H -3.343 1.976 -6.750
H -4.372 3.277 -6.147
H 3.532 -1.380 -2.079
H 3.964 -3.066 -1.825
H 4.978 -3.644 0.045
H 5.129 -0.957 3.345
H 5.365 1.221 3.381
H 4.147 0.541 4.487
H 4.069 2.241 4.022
H 4.625 2.072 1.064
H 3.402 3.034 1.919
H 2.920 1.965 0.597
H 1.729 0.090 3.600
H 1.239 0.974 2.136
H 1.764 1.864 3.563
H 7.868 -2.262 1.635
H 7.315 -3.617 0.639
H 8.249 -3.930 2.114
H 6.963 -1.908 3.944
H 7.195 -3.603 4.379
H 5.592 -2.868 4.536
H 5.497 -5.200 1.544
H 4.766 -4.871 3.124
H 6.445 -5.437 3.017
H -5.390 1.380 3.392
H -6.371 1.490 0.919
H -5.100 1.247 -0.301
H -6.108 2.705 -0.354
H -6.117 3.183 2.742
H -5.841 4.469 1.566
H -4.649 4.177 2.848
H -3.170 2.984 -0.447
H -2.934 4.135 0.870
H -4.325 4.313 -0.219
O -2.867 -3.653 0.583
C -2.193 -2.700 1.393
C -1.499 -3.328 2.552
C -0.200 -3.606 2.406
N 0.557 -3.366 1.260
C -1.360 -1.733 0.614
Br -1.403 0.987 -1.530
C -2.732 -1.290 1.098
H -3.569 -4.027 1.122
H -2.026 -3.663 3.443
H 0.371 -4.032 3.228
H -3.686 -1.204 0.583
```

As for the total energy: -5315.5394 a.u. Its HOMO-LUMO gap is 7.8 eV. Its net charge is 0. The largest force on an atom comes out at 2.69 eV/Å. The relative energy (zero: lowest compared OMol25 entry of this formula, charge and spin) comes out at 389.36 kJ/mol. The molecular weight comes out at 1044.11 u.

Mulliken atomic charge list, values in e, 6 entries: -0.987, -1.631, 1.735, -1.618, -1.948, 0.015

---

3.
C56H85N5O22 | ωB97M-V/def2-TZVPD

XYZ file:
```
168
Properties=species:S:1:pos:R:3
N 0.386 0.963 0.432
C 0.218 1.032 -0.947
C -0.975 0.371 -1.224
C -1.578 -0.099 0.059
C -0.738 0.439 1.021
H 1.048 1.336 1.095
H 0.870 1.411 -1.704
H -1.431 0.279 -2.172
H -2.543 -0.442 0.357
H -0.718 0.355 2.095
N 3.805 2.967 1.534
C 5.073 2.413 1.433
C 5.364 2.276 0.065
C 4.154 2.673 -0.650
C 3.252 3.121 0.258
H 3.222 3.108 2.364
H 5.696 2.412 2.346
H 6.322 2.075 -0.393
H 3.994 2.766 -1.740
H 2.271 3.543 0.196
N 2.826 -0.736 -2.240
C 4.137 -1.165 -2.090
C 4.313 -2.268 -2.917
C 3.093 -2.432 -3.656
C 2.205 -1.432 -3.251
H 2.362 -0.070 -1.689
H 4.734 -0.799 -1.270
H 5.220 -2.847 -3.029
H 3.038 -3.142 -4.465
H 1.155 -1.217 -3.486
N -4.592 -3.108 0.361
C -4.918 -1.809 0.104
C -6.189 -1.588 0.631
C -6.575 -2.726 1.319
C -5.611 -3.671 1.062
H -3.765 -3.556 0.009
H -4.270 -1.208 -0.516
H -6.855 -0.754 0.347
H -7.413 -2.907 1.948
H -5.531 -4.716 1.391
N 1.008 -3.508 -6.783
C 2.108 -2.694 -7.053
C 1.743 -1.363 -6.661
C 0.390 -1.403 -6.262
C -0.032 -2.725 -6.292
H 1.081 -4.483 -6.839
H 3.013 -3.135 -7.412
H 2.404 -0.508 -6.704
H -0.196 -0.574 -5.915
H -1.033 -3.143 -6.098
C -1.031 2.852 4.858
C -0.419 4.206 4.607
C 0.964 4.214 4.111
O 0.791 4.282 2.642
C -0.394 4.854 2.418
O -0.807 5.121 1.337
O -1.128 5.004 3.593
H -1.237 2.338 3.934
H -1.954 2.982 5.407
H -0.333 2.221 5.391
H -0.470 4.808 5.487
H 1.545 3.378 4.427
H 1.542 5.112 4.370
C -4.411 3.566 -1.839
C -4.097 2.594 -0.733
C -3.367 3.228 0.431
O -4.274 3.013 1.492
C -5.269 2.262 1.122
O -6.153 1.906 1.863
O -5.256 2.018 -0.197
H -3.557 3.934 -2.455
H -4.975 4.401 -1.488
H -5.170 3.100 -2.489
H -3.496 1.844 -1.166
H -3.235 4.286 0.336
H -2.544 2.644 0.768
C -1.661 5.101 -2.212
C -0.240 5.642 -2.045
C 0.733 4.783 -1.189
O 1.464 3.969 -2.205
C 1.400 4.728 -3.362
O 2.170 4.555 -4.283
O 0.427 5.654 -3.339
H -2.155 5.121 -1.219
H -1.570 4.078 -2.519
H -2.195 5.711 -2.962
H -0.223 6.673 -1.784
H 0.271 4.107 -0.487
H 1.498 5.320 -0.619
C -5.352 0.987 4.848
C -4.823 -0.374 5.103
C -4.506 -1.195 3.846
O -3.125 -1.129 3.801
C -2.601 -0.758 4.969
O -1.413 -0.802 5.255
O -3.529 -0.322 5.844
H -4.795 1.599 4.123
H -5.287 1.464 5.825
H -6.366 0.907 4.483
H -5.532 -0.915 5.737
H -4.869 -0.754 2.954
H -4.754 -2.242 3.900
C 4.226 -5.018 -0.135
C 3.355 -5.577 -1.299
C 4.177 -6.364 -2.266
O 3.614 -7.726 -2.143
C 2.557 -7.721 -1.291
O 1.924 -8.682 -0.946
O 2.339 -6.501 -0.757
H 3.656 -4.495 0.615
H 4.977 -4.282 -0.459
H 4.704 -5.800 0.398
H 2.875 -4.727 -1.844
H 5.281 -6.379 -2.041
H 4.030 -6.047 -3.326
C 3.870 0.390 8.571
C 3.688 -0.345 7.244
C 2.152 -0.647 7.039
O 1.799 -0.004 5.777
C 2.851 0.709 5.371
O 2.796 1.443 4.408
O 3.912 0.549 6.194
H 3.297 -0.158 9.339
H 3.443 1.403 8.467
H 4.875 0.570 8.812
H 4.348 -1.209 7.221
H 1.490 -0.228 7.830
H 1.883 -1.679 7.038
C -2.965 -1.533 -3.842
C -4.063 -0.643 -3.290
O -3.977 0.546 -3.061
C -5.422 -1.284 -3.121
H -3.503 -2.067 -4.589
H -2.740 -2.203 -3.027
H -2.124 -0.971 -4.237
H -5.400 -2.270 -2.718
H -5.867 -1.297 -4.120
H -5.912 -0.595 -2.385
C -0.589 3.426 -6.038
C 0.365 2.566 -5.327
O 0.175 2.111 -4.191
C 1.659 2.166 -6.059
H -1.364 2.881 -6.566
H -0.037 4.074 -6.726
H -1.094 4.110 -5.361
H 2.213 1.408 -5.543
H 2.241 3.077 -6.146
H 1.404 1.814 -7.056
C 5.343 -2.347 2.920
C 3.964 -1.745 3.041
O 3.347 -1.782 4.131
C 3.454 -0.918 1.839
H 5.318 -3.281 2.353
H 5.793 -2.585 3.897
H 5.981 -1.536 2.494
H 3.690 -1.249 0.818
H 3.979 0.059 1.855
H 2.387 -0.643 1.896
C -0.026 -3.508 -1.812
C -1.009 -4.082 -0.872
O -2.180 -4.067 -1.112
C -0.508 -4.560 0.454
H 0.681 -2.863 -1.385
H -0.531 -2.975 -2.596
H 0.553 -4.276 -2.288
H -0.638 -3.712 1.127
H 0.583 -4.702 0.394
H -1.073 -5.402 0.767
```

As for the total energy: -4113.9048 a.u. Its HOMO-LUMO gap is 8.3 eV. Its net charge is 0. The largest force on an atom comes out at 3.45 eV/Å. The molecular weight comes out at 1180.31 u.

Mulliken atomic charge list, values in e, 6 entries: 0.971, -1.454, -0.077, -1.152, -1.476, -0.184